(1)
The following is a DFT calculation (ωB97M-V/def2-TZVPD) of C2H6O2P3 as an isolated structure.

CARTESIAN COORDINATES (ANGSTROEM)
1 C -1.8132 1.6647 3.1819
2 C 0.1381 -0.0165 0.0361
3 O -2.0532 2.5208 2.4328
4 O -1.4826 0.9118 3.9837
5 P -1.6533 -0.2698 0.2666
6 P 0.6493 1.1824 1.2927
7 P 0.7317 -1.7075 0.4002
8 H -2.3817 0.8939 -0.4597
9 H -1.7511 -1.2404 -0.8758
10 H 2.0553 0.9731 1.0033
11 H 0.3854 2.3108 0.5486
12 H 1.7882 -1.6441 -0.5247
13 H 0.0877 -2.3033 -0.6922

Output
**ΔE to the lowest compared entry with this formula, charge and spin**: 27.6 kcal per mole
**Total charge**: -1
**Frontier orbital gap**: 0.1962 Eh
**E_HOMO**: -1.8779 eV



(2)
The following is a DFT calculation (ωB97M-V/def2-TZVPD) of one molecule with the formula C3H4N2OS.

CARTESIAN COORDINATES (ANGSTROEM)
1 C 1.7672 0.4463 -0.0815
2 C 0.3263 0.2948 -0.3995
3 S -0.4866 1.0289 -1.5633
4 C -0.3961 -0.4553 0.6081
5 N -1.6447 -0.7230 0.5414
6 N -2.6881 -0.4536 0.0503
7 O -3.5447 -0.9241 -0.6137
8 H 1.9232 1.0219 0.8977
9 H 2.2257 -0.5431 -0.0141
10 H 2.2735 0.9824 -0.8982
11 H 0.2442 -0.6752 1.4727

Output
**Structure (SMILES)**: CC(=S)/C=N\N=O
**ΔE to the lowest compared entry with this formula, charge and spin**: 112.8 kcal per mole
**Total charge**: 0
**Frontier orbital gap (spin up / spin down)**: 0.2820 / 0.2822 Eh
**E_HOMO (spin up / spin down)**: -8.6631 / -8.6691 eV



(3)
The following is a DFT calculation (ωB97M-V/def2-TZVPD) of a 2-piece molecular cluster, C6H13N overall.

CARTESIAN COORDINATES (ANGSTROEM)
1 C -1.5025 1.6672 0.2845
2 C -1.2802 0.2003 0.4740
3 N -1.3394 -0.6347 -0.4692
4 C -1.3903 -2.0334 -0.0952
5 H -2.4920 1.8597 0.7186
6 H -0.7812 2.2993 0.8131
7 H -1.5258 1.9312 -0.7751
8 H -1.1240 -0.1272 1.5176
9 H -0.5336 -2.5951 -0.4834
10 H -1.4528 -2.1780 0.9952
11 H -2.2906 -2.4576 -0.5512
12 C 1.4164 1.1670 -1.2615
13 C 1.8524 0.7505 -0.0658
14 C 1.9100 -0.7087 0.3462
15 H 1.3018 2.2262 -1.5055
16 H 1.1660 0.4746 -2.0661
17 H 2.2109 1.4407 0.7056
18 H 2.9576 -1.0172 0.3023
19 H 1.5755 -0.8593 1.3847
20 H 1.3218 -1.4057 -0.2687

Output
**Structure (SMILES)**: C/C=N/C.C=CC
**ΔE to the lowest compared entry with this formula, charge and spin**: 32.7 kcal per mole
**Total charge**: 0
**Frontier orbital gap**: 0.3881 Eh
**E_HOMO**: -9.3794 eV



(4)
The following is a DFT calculation (ωB97M-V/def2-TZVPD) of C12H30KN2O4 as an isolated structure.

CARTESIAN COORDINATES (ANGSTROEM)
1 K 0.1735 -0.0082 -1.6513
2 C -3.1518 -1.5126 -0.9101
3 O -1.7933 -1.5137 -0.5512
4 C -1.3790 -2.7697 -0.1431
5 C 0.1066 -2.8211 0.3921
6 N 1.0110 -2.5333 -0.7321
7 C 2.2525 -3.3213 -0.5326
8 C 3.0484 -3.1456 0.7967
9 O 3.9675 -4.1512 0.8703
10 C 4.6859 -4.1875 2.0798
11 H -3.1424 -2.2921 -1.6719
12 H -3.5726 -0.6391 -1.4081
13 H -3.7358 -1.8093 -0.0388
14 H -1.4716 -3.5955 -0.8485
15 H -1.9407 -3.0795 0.7382
16 H 0.2736 -3.7976 0.8467
17 H 0.0837 -2.0733 1.1848
18 H 0.5959 -3.0219 -1.5125
19 H 2.9241 -3.1532 -1.3745
20 H 1.9101 -4.3379 -0.7260
21 H 2.4080 -3.2051 1.6767
22 H 3.5780 -2.1933 0.7710
23 H 4.0664 -4.5168 2.9139
24 H 5.1785 -3.2409 2.3026
25 H 5.4551 -4.9521 1.9708
26 C -1.5310 4.0410 3.2968
27 O -0.6780 3.6222 2.2115
28 C -0.9938 2.2738 1.6947
29 C -2.2495 2.2518 0.7908
30 N -1.9090 2.1156 -0.6547
31 C -1.0642 3.2102 -1.0903
32 C -0.8063 3.2822 -2.5909
33 O 0.0325 2.2720 -3.0651
34 C 1.3648 2.8038 -3.1870
35 H -1.3067 5.0921 3.4781
36 H -1.3074 3.4676 4.1964
37 H -2.6062 3.9925 3.1243
38 H -1.0609 1.6384 2.5778
39 H 0.0226 2.0061 1.4061
40 H -2.8403 3.1586 0.9208
41 H -3.0128 1.5228 1.0630
42 H -2.7880 2.1860 -1.1471
43 H -0.0596 3.1453 -0.6724
44 H -1.5189 4.1956 -0.9887
45 H -0.6545 4.2321 -3.1035
46 H -1.7657 2.8947 -2.9337
47 H 1.8443 3.0396 -2.2369
48 H 1.5260 3.5374 -3.9769
49 H 1.8312 1.8904 -3.5561

Output
**ΔE to the lowest compared entry with this formula, charge and spin**: 65.9 kcal per mole
**Total charge**: +1
**Frontier orbital gap**: 0.3544 Eh
**E_HOMO**: -12.2903 eV



(5)
The following is a DFT calculation (ωB97M-V/def2-TZVPD) of one molecule with the formula C4H9NO2.

CARTESIAN COORDINATES (ANGSTROEM)
1 C -2.0448 0.7667 0.7385
2 C -1.7159 -0.6699 0.3476
3 N -0.5369 -0.6967 -0.4998
4 C 0.6717 -0.3745 0.0543
5 O 1.0525 -0.6567 1.1687
6 O 1.3895 0.3098 -0.8694
7 C 2.7967 0.1796 -0.7630
8 H -2.0823 1.3971 -0.1582
9 H -3.0028 0.8453 1.2579
10 H -1.2560 1.1593 1.3895
11 H -1.5125 -1.2843 1.2282
12 H -2.5342 -1.1379 -0.2085
13 H -0.6573 -0.2716 -1.4092
14 H 3.2037 0.7660 -1.5871
15 H 3.1670 0.5423 0.1981
16 H 3.0615 -0.8745 -0.8877

Output
**Structure (SMILES)**: CCNC(=O)OC
**ΔE to the lowest compared entry with this formula, charge and spin**: 13.8 kcal per mole
**Total charge**: 0
**Frontier orbital gap**: 0.3982 Eh
**E_HOMO**: -9.9049 eV



(6)
The following is a DFT calculation (ωB97M-V/def2-TZVPD) of C12H19BF6NO12S2Zr as an isolated structure.

CARTESIAN COORDINATES (ANGSTROEM)
1 Zr 0.7366 3.1437 -3.6325
2 C -2.9359 -0.0168 -1.1839
3 F -3.9095 -0.9519 -0.9938
4 F -3.3295 1.0876 -0.5261
5 F -1.7886 -0.4528 -0.6394
6 S -2.7388 0.1855 -3.1956
7 O -1.5934 -0.5685 -3.7168
8 O -4.0898 -0.1420 -3.6914
9 N -2.2297 1.9531 -3.4326
10 S -3.6802 2.7554 -3.3803
11 O -4.6490 2.2224 -2.5448
12 O -3.4002 4.1992 -3.1809
13 C -4.4829 2.6494 -5.2198
14 F -5.7980 2.4659 -5.1371
15 F -4.3373 3.8498 -5.7597
16 F -3.9326 1.6641 -6.0136
17 C 3.5643 0.2695 0.1961
18 C 2.8645 0.9984 -0.9388
19 O 1.6349 0.9048 -1.2933
20 O 3.3368 1.8234 -1.7533
21 H 4.2540 -0.4780 -0.1960
22 H 2.8167 -0.0626 0.9164
23 H 4.1914 0.9750 0.7412
24 B 0.1676 5.0437 -1.3933
25 H 1.2008 4.7793 -1.5572
26 H -0.0270 5.3622 -2.4057
27 H -0.3028 4.0803 -1.2721
28 H 0.0046 5.7444 -0.5891
29 C 2.2732 -5.0321 -1.5077
30 C 2.3989 -5.4289 0.0119
31 C 1.0002 -5.9001 0.4471
32 O 1.1220 -7.2921 0.4586
33 C 2.3904 -7.6449 0.1621
34 O 2.7515 -8.8197 -0.0290
35 O 3.2009 -6.5906 0.0943
36 H 1.7024 -4.1212 -1.6884
37 H 1.7740 -5.8502 -2.0269
38 H 3.2746 -4.9767 -1.9346
39 H 2.7730 -4.6343 0.6574
40 H 0.3717 -5.6754 -0.4146
41 H 0.6511 -5.3901 1.3450
42 C 0.7694 3.0511 4.1488
43 C -0.2394 2.1298 4.8465
44 C 0.0280 0.6566 4.7926
45 O 0.0837 0.2505 6.1371
46 C 0.0545 1.3906 6.8623
47 O 0.3285 1.4121 8.1136
48 O -0.1291 2.4464 6.0942
49 H 0.5109 3.1034 3.0912
50 H 1.7267 2.5299 4.1444
51 H 0.7977 4.0270 4.6336
52 H -1.3148 2.2733 4.7415
53 H 0.9748 0.4237 4.3055
54 H -0.8219 0.1772 4.3069

Output
**Total charge**: +1
**Frontier orbital gap**: 0.0737 Eh
**E_HOMO**: -12.2469 eV



(7)
The following is a DFT calculation (ωB97M-V/def2-TZVPD) of a 2-piece molecular cluster, C4H4OS overall.

CARTESIAN COORDINATES (ANGSTROEM)
1 O -2.0700 0.5445 -0.8189
2 C -2.3173 -0.3681 -0.1036
3 S -2.7127 -1.5248 0.8321
4 C -0.0431 0.4736 1.2763
5 C 0.6781 0.0964 0.4067
6 C 1.5399 -0.0111 -0.7422
7 H -0.4924 0.7371 2.2137
8 H 1.8817 1.0519 -1.0566
9 H 0.9837 -0.6140 -1.5914
10 H 2.5521 -0.3853 -0.4161

Output
**Structure (SMILES)**: O=C=S.C#CC
**ΔE to the lowest compared entry with this formula, charge and spin**: 41.2 kcal per mole
**Total charge**: 0
**Frontier orbital gap**: 0.3894 Eh
**E_HOMO**: -9.8435 eV



(8)
The following is a DFT calculation (ωB97M-V/def2-TZVPD) of C2H6BF4O2Sn as an isolated structure.

CARTESIAN COORDINATES (ANGSTROEM)
1 Sn 1.0682 2.2946 -2.2636
2 B -4.4742 2.6996 -1.3391
3 F -3.2585 3.3757 -1.4603
4 F -4.7434 2.0810 -2.4776
5 F -4.5678 1.6595 -0.3938
6 F -5.3493 3.7209 -1.1486
7 C 2.6135 -1.1154 1.2783
8 C 1.8667 -2.3153 0.7002
9 O 1.6138 -2.0278 -0.6210
10 O 1.9539 0.1451 1.3623
11 H 3.5739 -0.8536 0.8342
12 H 2.9089 -1.2662 2.3167
13 H 1.0236 -2.4532 1.3771
14 H 2.4902 -3.2081 0.6530
15 H 1.7213 -2.8772 -1.0553
16 H 1.5592 0.1405 2.2374

Output
**ΔE to the lowest compared entry with this formula, charge and spin**: 111.3 kcal per mole
**Total charge**: +1
**Frontier orbital gap**: 0.0965 Eh
**E_HOMO**: -12.9730 eV